Record 1
C5H8O | the ωB97M-V functional and the def2-TZVPD basis

Summary:
SMILES string = C=C(C)CC=O
E_HOMO = -0.3456 hartree
HOMO-LUMO gap = 10.37 eV
Energy above the lowest of the compared OMol25 structures with the same formula, charge and spin = 113.7 kJ/mol
LUMO level = 0.97 eV

XYZ file:
```
14
Properties=species:S:1:pos:R:3:forces:R:3
C 0.539080 1.327083 0.907890 0.0 -0.1 0.0
C 0.473451 0.129823 0.333710 0.0 0.2 0.1
C 1.450976 -0.343399 -0.709475 0.1 0.0 -0.1
C -0.756780 -0.716869 0.522315 0.0 0.0 0.0
C -1.786446 -0.228581 -0.500751 -0.1 0.3 -0.1
O -1.877742 0.920895 -0.851613 -0.1 -0.6 0.1
H -0.186629 1.628173 1.659692 0.1 0.0 -0.2
H 1.271114 2.068758 0.601172 0.1 -0.2 0.2
H 0.938156 -0.823730 -1.552558 0.0 0.1 0.1
H 2.141668 -1.086365 -0.291533 -0.1 0.1 0.0
H 2.043294 0.487619 -1.101979 0.0 -0.1 0.1
H -0.587436 -1.793537 0.394332 0.0 0.2 0.0
H -1.198820 -0.578576 1.519583 0.0 0.0 -0.2
H -2.463886 -0.991289 -0.930791 0.0 0.0 0.1
```
Positions in Å, forces in eV/Å.

Results of the natural (NBO) charge analysis, in e, for atoms 1 through 5:
1. C -0.38
2. C 0.02
3. C -0.64
4. C -0.55
5. C 0.44

Record 2
C43H39GeN2OPRhS | the ωB97M-V functional and the def2-TZVPD basis

Summary:
Total charge = +2
E_HOMO (spin up / spin down) = -0.5117 / -0.5114 hartree
HOMO-LUMO gap (spin up / spin down) = 7.00 / 6.15 eV
Expectation value of S² = 0.7763
Energy above the lowest of the compared OMol25 structures with the same formula, charge and spin = 52.4 kJ/mol
Spin multiplicity = 2
LUMO level (spin up / spin down) = -6.93 / -7.77 eV

XYZ file:
```
89
Properties=species:S:1:pos:R:3:forces:R:3
Rh 0.352516 -0.699710 -0.914324 0.4 0.1 -0.8
C 2.984763 -2.032728 -1.636523 -0.1 0.1 0.0
C 2.747355 -1.693975 -3.099478 -0.1 0.1 0.1
C 1.743116 -2.645364 -3.747912 0.0 0.0 0.1
C 2.355141 -0.216222 -3.244083 0.2 0.0 -0.1
C 2.274708 0.241741 -4.707711 0.0 -0.1 0.0
O 0.900364 0.659189 -4.869631 -0.2 -0.1 0.2
C 0.252512 0.438401 -3.738841 0.0 0.1 -0.2
N 0.982469 0.032627 -2.744907 -0.3 0.2 0.2
C -1.203758 0.650576 -3.816958 -0.1 0.0 -0.1
C -1.731291 0.875972 -5.090258 0.0 0.0 0.1
C -3.088394 1.085053 -5.275489 0.0 0.0 0.1
C -3.939457 1.088020 -4.184571 0.1 0.0 0.0
C -3.429855 0.869247 -2.911100 0.0 0.0 0.0
C -2.074785 0.632889 -2.712896 0.1 0.0 0.0
P -1.445587 0.597743 -1.016728 0.2 0.2 0.0
C -2.822863 0.177615 0.045253 0.0 0.0 0.1
C -3.626215 -0.914909 -0.294500 0.0 0.0 0.0
C -4.682672 -1.274447 0.523856 0.0 0.0 0.0
C -4.943644 -0.549768 1.679951 0.0 0.0 0.0
C -4.141044 0.523804 2.028699 0.0 0.1 0.0
C -3.076395 0.887402 1.218972 0.0 0.0 0.0
C -0.947103 2.315466 -0.754709 0.0 0.0 0.0
C -1.928267 3.295749 -0.593068 0.0 0.0 0.0
C -1.563192 4.627753 -0.486544 -0.1 0.0 0.0
C -0.225616 4.990282 -0.556184 0.0 0.1 0.0
C 0.751905 4.025508 -0.731317 0.0 -0.1 0.0
C 0.393878 2.689941 -0.829126 0.0 0.0 0.0
H 3.362205 -3.046338 -1.508765 0.0 0.0 0.0
H 2.064598 -2.017825 -1.004443 0.1 -0.1 -0.2
H 3.692483 -1.340737 -1.185941 0.0 0.0 0.1
H 3.711010 -1.785815 -3.613143 0.0 0.0 0.0
H 0.734158 -2.487529 -3.352761 0.0 0.0 0.0
H 2.017996 -3.675267 -3.526616 0.0 0.0 0.0
H 1.701356 -2.550997 -4.832657 0.0 0.0 0.0
H 3.049300 0.412464 -2.678677 0.0 -0.1 0.0
H 2.438273 -0.572275 -5.413639 0.1 0.1 0.0
H 2.921506 1.079318 -4.958607 -0.1 0.0 0.1
H -1.073594 0.883578 -5.944588 0.0 0.0 0.0
H -3.473317 1.251035 -6.270982 0.0 0.0 0.0
H -4.997685 1.263821 -4.315328 0.0 0.0 0.0
H -4.102251 0.889625 -2.066198 0.0 0.0 0.0
H -3.431879 -1.479231 -1.197576 0.0 0.0 0.0
H -5.303511 -2.118764 0.257321 0.0 0.0 0.0
H -5.775403 -0.827485 2.312704 0.0 0.0 0.0
H -4.338607 1.079067 2.934846 0.0 0.0 0.0
H -2.456268 1.725445 1.504112 0.0 0.0 0.0
H -2.975050 3.023629 -0.555043 0.0 0.0 0.0
H -2.325152 5.386048 -0.359310 0.0 0.0 0.0
H 0.053654 6.031300 -0.475774 0.0 0.0 0.0
H 1.794486 4.310092 -0.776795 0.0 0.0 0.0
H 1.172663 1.946859 -0.948908 0.0 0.0 0.0
S -2.258039 -4.350859 -0.078170 -0.1 -0.1 0.1
C -1.265398 -3.148077 -0.186165 -0.1 -0.2 -0.2
N -0.473953 -2.262691 -0.305961 -0.1 0.1 0.7
C 2.002576 3.773623 3.611455 0.0 0.1 0.0
C 2.901120 2.723825 3.583120 0.1 0.0 0.0
C 2.572745 1.538757 2.940475 0.1 0.0 0.0
C 1.334720 1.392139 2.307270 -0.1 -0.1 0.0
C 0.427570 2.451630 2.371298 -0.1 0.0 -0.1
C 0.760169 3.632257 3.008468 0.0 0.0 0.0
Ge 0.851068 -0.411136 1.799842 0.2 0.0 0.0
C 2.373984 -1.581891 1.671947 -0.1 -0.2 0.0
C 3.679797 -1.132016 1.459418 -0.1 0.0 -0.1
C 4.742842 -2.014931 1.540587 0.1 0.1 0.0
C 4.511947 -3.355891 1.812495 0.1 -0.1 0.0
C 3.220126 -3.820892 2.003146 -0.1 0.0 0.0
C 2.154293 -2.938184 1.937119 0.0 0.1 0.0
C -0.496024 -1.163370 2.948381 0.0 0.2 0.5
C -0.006253 -1.123382 4.265174 0.0 0.0 -0.1
C -0.734682 -1.671225 5.307646 0.0 0.0 0.0
C -1.966393 -2.253123 5.053081 -0.1 0.0 0.0
C -2.467347 -2.272542 3.760147 -0.1 0.0 0.1
C -1.740553 -1.725313 2.715739 0.1 0.0 -0.1
H 2.260262 4.696552 4.112094 0.0 0.0 0.0
H 3.862626 2.812246 4.068767 0.0 0.0 0.0
H 3.292840 0.731828 2.968154 -0.1 0.1 0.0
H -0.550396 2.375872 1.916715 0.0 -0.1 0.0
H 0.042388 4.439592 3.042683 0.0 0.0 0.0
H 3.869038 -0.088886 1.236245 0.0 0.0 -0.1
H 5.754302 -1.660183 1.393728 0.0 0.0 0.0
H 5.345997 -4.041412 1.879674 0.0 0.0 0.0
H 3.044532 -4.865715 2.220616 0.0 0.0 0.0
H 1.147594 -3.298321 2.111721 0.0 0.0 0.0
H 0.955650 -0.677239 4.496058 0.0 0.0 0.0
H -0.337685 -1.643350 6.312898 0.0 0.0 0.0
H -2.536663 -2.684689 5.863691 0.0 0.0 0.0
H -3.434424 -2.713110 3.557049 0.0 0.0 0.0
H -2.169935 -1.727764 1.730290 0.0 -0.1 -0.2
```
Positions in Å, forces in eV/Å.

Results of the Löwdin charge analysis, in e, for atoms 1 through 5:
1. Rh 0.76
2. C -0.06
3. C -0.37
4. C -0.04
5. C -0.25

Record 3
C4H8N3 | the ωB97M-V functional and the def2-TZVPD basis

Summary:
Total charge = +1
E_HOMO (spin up / spin down) = -0.4502 / -0.4639 hartree
HOMO-LUMO gap (spin up / spin down) = 7.91 / 8.21 eV
Energy above the lowest of the compared OMol25 structures with the same formula, charge and spin = 482.8 kJ/mol
LUMO level (spin up / spin down) = -4.35 / -4.41 eV

XYZ file:
```
15
Properties=species:S:1:pos:R:3:forces:R:3
C 1.250032 1.921281 0.414413 -1.1 -1.7 -1.7
C 0.833016 0.829131 1.087165 -1.5 -0.3 -2.4
C -0.029391 0.688921 -0.977590 -0.5 -0.6 -0.8
C -0.561026 -1.221658 0.569137 1.9 -2.4 -3.4
N 0.686562 1.821229 -0.899660 0.4 -0.4 0.8
N 0.011962 0.064504 0.172622 0.3 0.3 2.3
N -1.734829 -1.700166 0.002139 -1.5 0.1 -1.5
H 2.014951 2.589782 0.671303 0.5 1.1 0.2
H 0.920958 0.512974 2.080478 0.4 -0.3 1.1
H -0.570661 0.183995 -1.810477 0.7 1.2 0.4
H 0.728578 -2.389383 -0.339858 -1.4 1.8 1.8
H -0.500902 -1.336731 1.625055 0.3 -0.3 0.5
H 0.892178 2.422749 -1.695418 -0.1 -0.2 0.4
H -2.009769 -2.678705 0.117167 0.7 0.4 1.5
H -1.931660 -1.707923 -1.016477 1.0 1.2 0.7
```
Positions in Å, forces in eV/Å.

Results of the natural (NBO) charge analysis, in e, for atoms 1 through 5:
1. C -0.03
2. C -0.03
3. C 0.29
4. C 0.17
5. N -0.47

Record 4
C3H7OS2 | the ωB97M-V functional and the def2-TZVPD basis

Summary:
SMILES string = [O-]CCCSS
Total charge = -1
E_HOMO = -0.0946 hartree
HOMO-LUMO gap = 5.27 eV
Energy above the lowest of the compared OMol25 structures with the same formula, charge and spin = 239.3 kJ/mol
LUMO level = 2.70 eV

XYZ file:
```
13
Properties=species:S:1:pos:R:3:forces:R:3
O -1.152258 1.872791 0.808325 -0.5 -1.2 -0.9
C -1.605651 1.033755 -0.180261 2.1 0.9 0.9
C -0.926533 -0.403996 -0.381100 0.0 0.0 3.2
C 0.389018 -0.373223 0.356441 0.0 0.7 4.2
S 1.399217 -1.861606 0.348032 2.3 0.7 -1.9
S 3.395427 -0.900468 0.360350 -0.2 -1.2 1.3
H -2.597687 0.645523 -0.019324 -1.5 0.7 -0.5
H -1.347953 1.421710 -1.193971 -1.0 0.5 -0.1
H -1.647629 -1.107053 0.117877 0.9 0.0 -0.9
H -0.787479 -0.498844 -1.412223 0.0 -0.9 -1.6
H 0.993854 0.584591 0.144625 -1.0 -1.7 0.4
H 0.220242 -0.474036 1.592933 -0.2 1.6 -3.4
H 3.667431 0.060851 -0.541707 -1.0 -0.3 -0.6
```
Positions in Å, forces in eV/Å.

Results of the natural (NBO) charge analysis, in e, for atoms 1 through 5:
1. O -0.95
2. C -0.01
3. C -0.49
4. C -0.55
5. S 0.11

Record 5
C4H11NP | the ωB97M-V functional and the def2-TZVPD basis

Summary:
SMILES string = C=CC[NH2+]C=[PH3]
Total charge = +1
E_HOMO = -0.4538 hartree
HOMO-LUMO gap = 9.11 eV
Energy above the lowest of the compared OMol25 structures with the same formula, charge and spin = 385.3 kJ/mol
LUMO level = -3.24 eV

XYZ file:
```
17
Properties=species:S:1:pos:R:3:forces:R:3
C -2.142114 1.179729 -0.200421 0.3 0.7 0.3
C -1.247933 0.383397 0.348238 -0.3 -0.9 1.7
C -0.885145 -0.914933 -0.244141 -0.3 -1.7 -2.6
N 0.442283 -1.351975 0.254932 0.6 1.0 1.6
C 1.676545 -0.683420 -0.309342 0.0 -1.9 -2.5
P 1.906996 0.973556 -0.003421 -1.8 -2.1 1.7
H -2.414683 0.996542 -1.210875 -0.2 -0.1 -0.8
H -2.606009 2.051594 0.238358 0.2 -0.1 0.4
H -0.973450 0.287162 1.455649 -0.6 1.2 -1.2
H -1.639737 -1.665666 0.049577 0.4 0.1 0.3
H -0.813000 -1.062174 -1.354200 -0.3 0.9 0.8
H 0.349994 -0.966705 1.242418 0.7 -1.8 -0.7
H 0.502814 -2.402638 0.174781 0.3 1.5 0.6
H 1.980711 -1.227371 -1.248082 -0.4 1.1 1.0
H 0.883110 1.886565 -0.050466 -0.5 0.8 -0.5
H 2.937771 1.634586 -0.509380 1.7 0.4 -0.9
H 2.041850 0.881754 1.366370 0.3 0.9 0.7
```
Positions in Å, forces in eV/Å.

Results of the natural (NBO) charge analysis, in e, for atoms 1 through 5:
1. C -0.29
2. C -0.28
3. C -0.27
4. N -0.51
5. C -0.79

Record 6
C35H31BF2O4 | the ωB97M-V functional and the def2-TZVPD basis

Summary:
E_HOMO = -0.2157 hartree
HOMO-LUMO gap = 4.84 eV
Energy above the lowest of the compared OMol25 structures with the same formula, charge and spin = 791.1 kJ/mol
LUMO level = -1.03 eV

XYZ file:
```
73
Properties=species:S:1:pos:R:3:forces:R:3
C 4.119719 -6.599359 0.672817 0.8 -0.7 0.2
C 3.313434 -5.494896 1.113068 -2.0 1.3 1.1
C 2.900865 -5.080584 2.361632 -0.1 0.2 -1.3
C 1.976562 -4.010522 2.106833 0.2 0.7 -0.8
C 1.907535 -3.792543 0.729619 2.7 -2.2 2.8
B -0.650461 -0.581496 3.583907 2.4 -2.4 -1.4
C -0.764968 -1.932987 4.266672 -1.0 -2.8 -0.8
C -1.551296 -3.024133 3.909994 0.4 1.6 0.1
C -2.003178 -3.630453 5.121530 1.4 0.8 1.4
C -1.315985 -2.908928 6.126929 0.1 -1.3 -2.6
C -1.703621 -2.378138 7.407969 0.2 -0.1 1.7
O -0.313619 -2.111050 5.567928 -3.0 0.7 -0.3
C 0.778111 -0.171149 3.920882 2.9 1.4 0.1
C 1.801460 -0.679782 3.180202 -0.8 0.3 -0.4
C 3.009125 0.023831 3.466213 -0.6 0.5 1.1
C 2.670314 0.907814 4.487631 -1.4 -2.2 -1.6
C 3.186398 1.986745 5.274303 0.8 1.4 0.8
O 1.299439 0.772666 4.784845 0.3 -0.5 -1.2
C 1.049421 -3.221517 -0.261998 0.8 0.0 0.7
C 1.567536 -3.013428 -1.673675 -0.5 -0.1 0.9
C 0.826106 -3.785900 -2.538017 0.6 0.6 -0.8
C -0.117842 -4.492654 -1.766482 1.7 0.5 2.8
C -1.260928 -5.338584 -2.035705 -0.6 -0.5 -0.7
O 0.125429 -4.324657 -0.471108 -2.6 -1.8 -3.0
O 2.675652 -4.773557 0.165285 1.3 -0.2 -0.4
H 4.020119 -7.304528 1.503507 0.5 -0.4 -0.5
H 3.750968 -7.017035 -0.267276 0.2 0.0 0.2
H 5.157366 -6.264991 0.581073 0.1 -0.4 -0.2
H 3.157494 -5.509215 3.332002 0.0 0.3 -0.5
H 1.506677 -3.471874 2.907540 -0.4 0.2 -0.2
H -1.804036 -3.142530 2.857980 -0.4 -0.3 0.5
H -2.749065 -4.424417 5.234181 0.3 0.6 0.1
H -2.682932 -2.764635 7.680311 0.1 0.0 0.3
H -0.941260 -2.621546 8.157605 -0.3 0.1 0.3
H -1.740560 -1.273086 7.339968 -0.1 -0.5 0.0
H 1.621013 -1.373920 2.372693 0.5 0.0 0.4
H 3.895391 -0.225579 2.872676 0.0 0.7 0.8
H 4.257683 1.988285 5.391263 0.4 -0.1 0.0
H 2.898234 2.939625 4.829566 0.1 0.2 -0.1
H 2.717804 1.968958 6.256059 0.1 -0.1 0.1
H 2.288282 -2.205026 -1.843649 -0.2 -0.7 -0.2
H 1.001592 -3.876097 -3.610268 -0.6 0.3 0.3
H -1.647103 -5.198017 -3.036514 0.0 0.1 -0.3
H -0.972495 -6.380162 -1.934202 0.1 -0.3 0.1
H -2.054843 -5.127710 -1.322244 0.1 0.0 0.1
F -4.102236 -3.021356 -1.358066 0.4 0.2 -0.2
C -2.917807 -2.339732 -1.463727 -0.7 0.6 -0.2
C -2.642077 -1.644152 -2.636016 0.1 -0.6 0.3
C -1.493723 -0.853790 -2.647148 -0.5 0.5 -0.1
C -0.625682 -0.824360 -1.567892 0.1 -1.0 0.3
C -0.800943 -1.750445 -0.496935 -0.6 1.3 -0.3
C 0.304405 -2.208362 0.374114 -1.8 3.9 0.5
C -1.402823 -0.596213 2.261211 2.0 0.5 -2.2
C -1.273815 0.713076 2.635410 -2.1 0.3 1.0
C -2.153989 1.073510 3.778908 -0.4 0.6 -0.3
C -3.193866 0.156653 4.027084 -0.6 0.0 0.8
C -3.839693 0.222428 5.242667 -0.2 0.0 -0.6
F -4.839512 -0.688261 5.500416 0.8 0.9 0.0
C -3.474900 1.178007 6.186602 0.0 0.2 0.4
C -2.379424 2.023238 5.950901 -0.4 -0.2 0.1
C -1.675588 1.936254 4.760546 -0.5 0.3 -0.4
C -2.088766 -2.313983 -0.365858 0.5 -0.2 -0.1
H -3.298798 -1.746331 -3.493112 0.0 0.2 0.1
H -1.327087 -0.208464 -3.501257 0.1 -0.1 0.0
H 0.253583 -0.172227 -1.561279 -0.2 -0.4 -0.1
H 0.588298 -1.479326 1.163573 0.2 -1.2 -1.1
H -2.036466 -1.136265 1.587600 -0.8 -0.5 1.2
H -0.497004 1.365202 2.251268 0.6 0.0 0.8
H -3.353561 -0.701397 3.362150 -0.2 0.6 0.3
H -4.047953 1.228841 7.105052 0.2 0.0 0.1
H -2.065076 2.761869 6.683719 -0.2 -0.3 0.1
H -0.746214 2.472749 4.554043 -0.4 0.0 0.3
H -2.410951 -2.748192 0.584900 0.3 -0.5 -0.5
```
Positions in Å, forces in eV/Å.

Results of the Löwdin charge analysis, in e, for atoms 1 through 5:
1. C -0.02
2. C -0.35
3. C 0.01
4. C 0.03
5. C -0.18

Record 7
C2H7N3O | the ωB97M-V functional and the def2-TZVPD basis

Summary:
E_HOMO = -0.3182 hartree
HOMO-LUMO gap = 9.74 eV
Energy above the lowest of the compared OMol25 structures with the same formula, charge and spin = 222.1 kJ/mol
LUMO level = 1.08 eV

XYZ file:
```
13
Properties=species:S:1:pos:R:3:forces:R:3
C 0.217551 -0.106991 0.110705 -1.8 -1.2 1.6
N 1.104917 -0.601290 1.096290 0.4 -0.5 1.5
N 0.077359 1.293869 0.266799 -0.5 1.9 -0.4
N 0.701382 -0.372014 -1.190227 0.2 0.0 -1.6
C -2.635516 -0.525890 -0.034892 -0.7 -2.3 2.2
O -2.625993 0.248956 -0.821829 -0.2 2.4 -2.5
H 1.014008 -1.554413 1.432877 0.0 0.6 -0.4
H 2.030150 -0.191542 1.185697 -0.4 -0.3 -0.4
H 0.428695 1.808128 1.066448 -0.1 -0.9 0.0
H -0.749731 1.749953 -0.105675 0.3 -0.4 0.0
H 0.947363 -1.321373 -1.447007 -0.4 0.3 0.2
H 0.376872 0.215395 -1.955985 0.0 -0.4 0.5
H -0.887056 -0.642787 0.396799 3.2 0.9 -0.7
```
Positions in Å, forces in eV/Å.

Results of the natural (NBO) charge analysis, in e, for atoms 1 through 5:
1. C 0.28
2. N -0.88
3. N -0.89
4. N -0.88
5. C 0.49